Entry 1:
{"formula": "C54H45F3N5O10SSbSr", "method": "ωB97M-V with the def2-TZVPD basis set", "total_energy_ha": -4079.94607, "multiplicity": 1, "e_above_lowest_kj_mol": 0.0, "lumo_ev": 3.055, "total_charge": -2, "largest_force_ha_per_bohr": 0.016, "orbital_gap_ev": 5.2, "species": ["Sr", "O", "C", "O", "C", "C", "C", "C", "C", "N", "H", "H", "H", "H", "C", "C", "C", "C", "C", "C", "C", "S", "O", "O", "N", "C", "C", "C", "O", "O", "H", "H", "H", "H", "H", "H", "H", "H", "H", "H", "H", "H", "F", "C", "C", "C", "C", "C", "C", "Sb", "C", "C", "C", "C", "F", "C", "C", "C", "C", "C", "C", "F", "C", "C", "H", "H", "H", "H", "H", "H", "H", "H", "H", "H", "H", "H", "N", "C", "C", "C", "C", "C", "C", "C", "H", "H", "H", "H", "H", "O", "C", "O", "C", "C", "C", "C", "C", "C", "N", "O", "O", "H", "H", "H", "H", "C", "C", "C", "C", "C", "C", "N", "H", "H", "H", "H", "H", "H", "H", "H"], "xyz": [[0.1180, 1.2923, -0.6579], [3.2398, -1.1248, 1.7209], [2.6487, -0.4421, 0.8771], [1.5735, 0.2124, 1.0443], [3.2456, -0.3524, -0.5257], [4.1643, -1.3000, -0.9599], [4.6102, -1.2372, -2.2666], [4.1570, -0.2040, -3.0781], [3.2706, 0.7214, -2.5486], [2.8125, 0.6409, -1.2988], [4.4694, -2.0777, -0.2737], [5.2808, -1.9934, -2.6576], [4.4741, -0.1168, -4.1097], [2.8941, 1.5538, -3.1357], [-2.7416, -6.3840, -0.7469], [-1.4748, -6.0925, -1.5043], [-1.3225, -6.4685, -2.8334], [-0.1579, -6.1692, -3.5298], [0.8644, -5.4973, -2.8835], [0.7393, -5.1243, -1.5496], [-0.4268, -5.4225, -0.8727], [2.3114, -4.9933, -3.7730], [3.4521, -5.3657, -2.9820], [2.1740, -5.4846, -5.1202], [2.2879, -3.3743, -3.8167], [1.2498, -2.6830, -4.5949], [0.0013, -2.3244, -3.7853], [0.3446, -1.5198, -2.5254], [1.1374, -2.0492, -1.7150], [-0.1922, -0.3898, -2.4036], [-3.5049, -6.8084, -1.3998], [-3.1396, -5.4722, -0.2989], [-2.5556, -7.0859, 0.0681], [-2.1305, -6.9864, -3.3382], [-0.0397, -6.4368, -4.5713], [1.5256, -4.5673, -1.0594], [-0.5374, -5.1087, 0.1566], [2.3100, -2.9821, -2.8650], [1.0002, -3.3066, -5.4534], [1.7043, -1.7662, -4.9779], [-0.5205, -3.2343, -3.4766], [-0.6706, -1.7376, -4.4120], [1.5368, 0.9036, 8.3979], [1.0148, 0.9189, 7.1421], [-0.0732, 0.1117, 6.8711], [-0.5990, 0.1295, 5.5874], [-0.0519, 0.9422, 4.5957], [1.0474, 1.7355, 4.9104], [1.5916, 1.7308, 6.1918], [-0.8597, 0.9994, 2.6054], [-2.8234, 1.5932, 3.3110], [-2.9100, 2.4066, 4.4430], [-4.1246, 2.9180, 4.8826], [-5.2647, 2.5968, 4.1762], [-6.4585, 3.0853, 4.6050], [-5.2325, 1.8038, 3.0505], [-4.0021, 1.3172, 2.6215], [-1.1778, -1.1274, 2.5887], [-2.4268, -1.7364, 2.5472], [-2.5569, -3.1203, 2.6049], [-1.4111, -3.8772, 2.7076], [-1.5308, -5.2321, 2.7818], [-0.1505, -3.3170, 2.7294], [-0.0397, -1.9345, 2.6668], [-0.4859, -0.5153, 7.6507], [-1.4467, -0.5060, 5.3558], [1.5029, 2.3627, 4.1532], [2.4502, 2.3385, 6.4455], [-2.0162, 2.6505, 5.0050], [-4.1928, 3.5528, 5.7565], [-6.1457, 1.5836, 2.5120], [-3.9663, 0.7373, 1.7075], [-3.3293, -1.1400, 2.4841], [-3.5255, -3.6026, 2.5784], [0.7277, -3.9473, 2.7842], [0.9518, -1.4961, 2.6631], [3.0784, 3.4192, 2.7590], [3.8343, 2.8431, 2.1125], [4.6924, 2.1068, 1.2246], [4.8265, 2.5250, -0.0982], [5.6294, 1.7980, -0.9602], [6.2888, 0.6643, -0.5051], [6.1394, 0.2443, 0.8094], [5.3343, 0.9584, 1.6796], [4.2690, 3.3812, -0.4546], [5.7086, 2.1001, -1.9961], [6.8933, 0.0830, -1.1902], [6.6149, -0.6666, 1.1484], [5.1584, 0.6085, 2.6873], [-1.5508, 3.1969, -0.1497], [-2.5326, 2.4329, -0.2622], [-2.4830, 1.1740, -0.2339], [-3.8923, 3.0811, -0.4566], [-3.9894, 4.4646, -0.5264], [-5.2238, 5.0822, -0.6828], [-6.3771, 4.3213, -0.7662], [-6.2573, 2.9423, -0.6947], [-5.0387, 2.3061, -0.5502], [-7.4815, 2.1304, -0.7577], [-8.5266, 2.6907, -1.0416], [-7.3925, 0.9421, -0.5180], [-3.0735, 5.0358, -0.4514], [-5.2891, 6.1612, -0.7353], [-7.3528, 4.7689, -0.8804], [-4.9635, 1.2293, -0.5155], [1.8270, 4.1608, -0.5844], [1.7032, 3.9306, -2.0596], [2.2223, 4.6761, -3.1060], [1.7469, 4.0566, -4.2942], [0.9671, 2.9849, -3.8849], [0.2639, 1.9747, -4.7396], [0.9422, 2.8995, -2.5248], [2.5874, 4.9124, -0.3589], [2.1263, 3.2473, -0.0530], [0.8867, 4.5030, -0.1400], [2.8455, 5.5569, -3.0215], [1.9418, 4.3520, -5.3168], [0.3066, 2.2720, -5.7903], [-0.7859, 1.8658, -4.4551], [0.7078, 0.9789, -4.6442]], "forces_ev_per_angstrom": [[0.55, -0.06, -0.64], [-0.05, -0.10, -0.02], [-0.12, 0.01, -0.03], [0.06, 0.04, 0.19], [-0.16, -0.05, -0.03], [-0.18, -0.11, -0.13], [-0.19, -0.08, -0.09], [-0.03, -0.07, 0.01], [-0.06, -0.05, -0.02], [-0.16, -0.23, -0.04], [0.00, 0.00, 0.00], [0.02, 0.00, 0.00], [0.00, 0.00, -0.01], [-0.01, 0.01, -0.01], [0.00, 0.01, -0.01], [0.01, 0.00, 0.01], [0.00, 0.01, 0.01], [0.00, 0.00, -0.02], [0.01, 0.01, 0.01], [-0.01, 0.01, -0.01], [-0.01, -0.01, -0.02], [0.06, 0.03, -0.03], [-0.03, 0.00, 0.01], [-0.01, -0.02, 0.00], [0.01, -0.05, -0.04], [-0.01, 0.00, -0.01], [0.01, 0.03, -0.02], [-0.03, -0.01, 0.02], [0.04, -0.02, 0.01], [-0.14, -0.09, 0.01], [0.01, 0.00, 0.01], [0.00, 0.00, 0.00], [0.00, -0.01, 0.01], [0.00, 0.00, 0.00], [0.00, 0.00, 0.00], [0.01, 0.00, 0.00], [-0.02, 0.03, 0.07], [0.02, 0.03, 0.06], [0.00, 0.01, -0.01], [0.01, 0.00, 0.00], [0.01, 0.01, 0.01], [0.00, 0.00, 0.00], [-0.01, 0.00, 0.00], [0.00, -0.01, 0.00], [0.00, 0.01, 0.00], [0.01, -0.01, 0.00], [0.08, 0.02, -0.03], [-0.01, -0.01, -0.01], [0.00, 0.01, 0.00], [-0.21, -0.02, 0.15], [0.09, 0.03, 0.18], [-0.07, -0.03, -0.01], [0.00, -0.01, 0.00], [-0.01, 0.00, 0.01], [0.00, 0.00, 0.00], [0.01, 0.00, -0.03], [-0.02, 0.02, -0.10], [0.02, -0.02, 0.03], [-0.07, 0.04, 0.04], [0.00, 0.00, 0.01], [0.02, -0.03, -0.02], [0.01, 0.00, -0.03], [-0.01, -0.01, -0.02], [-0.02, -0.03, -0.04], [0.00, 0.00, 0.00], [0.00, 0.00, 0.00], [0.00, 0.00, 0.02], [0.00, 0.00, -0.01], [0.01, 0.01, 0.00], [0.00, 0.00, 0.00], [0.00, 0.01, 0.00], [0.00, 0.01, -0.02], [0.07, -0.05, 0.01], [0.00, 0.00, 0.00], [-0.01, 0.00, 0.01], [0.01, 0.03, 0.00], [0.17, 0.15, 0.22], [-0.27, -0.13, -0.26], [0.05, 0.09, -0.01], [0.10, 0.07, 0.04], [0.26, 0.11, 0.08], [0.14, 0.24, 0.06], [0.09, 0.14, 0.17], [0.17, -0.05, 0.03], [0.10, -0.03, -0.01], [0.02, 0.02, 0.04], [0.00, 0.03, 0.02], [-0.02, -0.01, 0.00], [0.02, 0.00, -0.03], [-0.07, 0.07, 0.04], [-0.03, -0.04, 0.00], [-0.07, 0.05, 0.07], [-0.01, 0.00, 0.03], [-0.01, 0.01, 0.02], [0.01, 0.00, 0.00], [0.00, 0.00, 0.00], [0.01, 0.02, 0.01], [0.03, -0.02, 0.00], [-0.01, -0.04, -0.02], [0.00, 0.01, 0.01], [-0.01, 0.02, 0.00], [0.00, 0.00, -0.01], [0.00, 0.00, 0.00], [0.00, 0.00, 0.00], [0.00, -0.01, 0.02], [-0.05, 0.01, 0.05], [-0.05, 0.03, 0.01], [0.09, -0.05, -0.01], [0.00, 0.00, 0.00], [0.07, -0.05, 0.01], [-0.02, 0.01, 0.00], [-0.13, 0.09, 0.01], [-0.02, 0.02, -0.01], [-0.03, 0.04, 0.00], [-0.01, -0.02, 0.00], [0.00, -0.01, 0.00], [0.00, 0.00, 0.00], [0.00, 0.00, 0.00], [0.00, 0.00, 0.00], [0.00, 0.00, 0.00]], "lowdin_charge": [1.43, 0.00, -0.63, -0.27, -0.21, -0.03, -0.08, -0.06, -0.12, 0.10, 0.12, 0.11, 0.10, 0.10, -0.05, -0.27, -0.05, -0.06, -0.29, -0.04, -0.01, 0.61, -0.30, -0.32, -0.13, -0.20, -0.09, -0.65, -0.02, -0.17, 0.07, 0.08, 0.08, 0.10, 0.11, 0.12, 0.10, 0.08, 0.11, 0.11, 0.11, 0.11, 0.03, -0.29, -0.02, -0.12, -0.38, -0.11, -0.01, 1.60, -0.34, -0.12, -0.02, -0.29, 0.03, -0.01, -0.13, -0.35, -0.10, -0.02, -0.30, 0.02, -0.01, -0.10, 0.11, 0.10, 0.05, 0.11, 0.09, 0.11, 0.11, 0.08, 0.08, 0.11, 0.12, 0.08, 0.18, -0.16, -0.22, -0.02, -0.08, -0.09, -0.08, -0.04, 0.10, 0.11, 0.11, 0.11, 0.12, -0.13, -0.69, -0.14, -0.10, 0.01, -0.06, -0.01, -0.15, 0.05, -0.36, 0.05, 0.07, 0.12, 0.10, 0.11, 0.13, -0.08, -0.44, -0.12, -0.12, -0.44, -0.06, -0.05, 0.07, 0.03, 0.07, 0.07, 0.07, 0.06, 0.07, 0.05]}

=====

Entry 2:
{"formula": "C10H10N2", "method": "ωB97M-V with the def2-TZVPD basis set", "total_energy_ha": -496.51355, "multiplicity": 1, "e_above_lowest_kj_mol": 219.4, "lumo_ev": 0.777, "smiles": "c1ccncc1.c1ccncc1", "largest_force_ha_per_bohr": 0.091, "orbital_gap_ev": 10.1, "species": ["C", "C", "C", "C", "C", "C", "C", "C", "C", "C", "H", "H", "H", "H", "H", "H", "H", "H", "H", "H", "N", "N"], "xyz": [[1.8044, -0.5657, 1.1387], [2.5649, 0.6014, 1.2208], [3.4011, 0.9847, 0.1659], [3.5066, 0.1459, -0.9186], [2.7471, -1.0775, -0.8698], [-4.2563, 0.1159, 0.0417], [-3.4088, 1.2361, -0.2678], [-2.0093, 0.9500, -0.3936], [-1.5001, -0.4037, -0.1741], [-2.4983, -1.3143, 0.1345], [1.2801, -0.9430, 2.0154], [2.5364, 1.1161, 2.1323], [3.8921, 1.9604, 0.0638], [4.1086, 0.2478, -1.8169], [2.7785, -1.7959, -1.7330], [-5.3486, 0.1494, -0.0158], [-3.8374, 2.2558, -0.2891], [-1.3180, 1.8371, -0.7374], [-0.4408, -0.6401, -0.2923], [-2.1098, -2.4113, 0.2507], [1.8597, -1.3741, 0.0381], [-3.7522, -1.0748, 0.3064]], "forces_ev_per_angstrom": [[1.41, 0.00, -0.84], [-0.26, -1.26, -0.65], [-0.07, 0.55, -1.02], [-0.92, -2.34, 0.10], [0.31, 0.80, -1.86], [1.10, 1.45, -0.41], [0.50, -1.56, 0.55], [0.46, 0.54, -0.24], [-1.62, 3.25, -0.85], [3.77, -2.78, 0.43], [-0.34, 0.23, -0.40], [-0.06, 1.00, 1.01], [-0.10, -0.40, 0.70], [0.10, 0.57, 0.38], [0.19, 0.81, 0.81], [0.34, 0.40, 0.41], [0.48, -0.75, -0.43], [-1.25, -1.98, 0.94], [-0.57, -0.08, 0.01], [-1.06, 1.87, 0.06], [-0.19, 0.06, 1.81], [-2.21, -0.37, -0.50]], "nbo_charge": [0.02, -0.26, -0.18, -0.26, 0.05, 0.05, -0.28, -0.17, -0.27, 0.05, 0.21, 0.22, 0.22, 0.23, 0.19, 0.20, 0.22, 0.22, 0.24, 0.18, -0.44, -0.44]}

=====

Entry 3:
{"formula": "C4H6N2O", "method": "ωB97M-V with the def2-TZVPD basis set", "total_energy_ha": -340.75281, "multiplicity": 1, "e_above_lowest_kj_mol": 110.5, "lumo_ev": 0.562, "smiles": "[H]/N=C1\\C=C(O)NC1", "largest_force_ha_per_bohr": 0.008, "orbital_gap_ev": 8.7, "species": ["N", "C", "C", "N", "C", "O", "C", "H", "H", "H", "H", "H", "H"], "xyz": [[1.8182, 1.3154, -0.8770], [0.8064, 0.6495, -0.4732], [0.4325, 0.7965, 0.9939], [-0.4100, -0.3665, 1.2572], [-0.7981, -0.8607, 0.0397], [-1.7495, -1.8045, 0.0866], [-0.1286, -0.3299, -1.0228], [2.0303, 1.1740, -1.8615], [1.3608, 0.8263, 1.5643], [-0.1166, 1.7345, 1.1482], [-1.0920, -0.3592, 2.0019], [-1.9544, -2.0934, -0.8123], [-0.1991, -0.6820, -2.0449]], "forces_ev_per_angstrom": [[-0.27, -0.17, -0.26], [0.11, 0.16, 0.14], [0.13, 0.11, 0.06], [-0.12, -0.09, -0.07], [0.17, 0.16, 0.06], [0.06, 0.02, -0.20], [0.10, -0.03, 0.00], [-0.16, -0.11, -0.06], [-0.23, -0.12, 0.22], [0.07, -0.14, -0.04], [0.05, 0.06, -0.13], [0.02, 0.04, 0.13], [0.06, 0.10, 0.16]], "nbo_charge": [-0.68, 0.29, -0.28, -0.60, 0.56, -0.65, -0.52, 0.33, 0.23, 0.21, 0.40, 0.50, 0.22]}